7 unconnected molecules or ions with the total composition C6H26O10 in a non-equilibrium geometry. Source: OMol25; level of theory: ωB97M-V/def2-TZVPD.

Output
HOMO (spin up / spin down) (eV): -13.14 / -13.02
M (u): 258.26
Total charge: +1
2S+1: 2

Structure (XYZ):
```
42
Properties=species:S:1:pos:R:3:lowdin_charge:R:1
C 2.21445 0.04830 1.93781 -0.0793
C 1.99473 -0.82996 0.71960 -0.1411
O 1.80646 -2.18891 1.16167 0.0818
O 3.38810 -0.31832 2.69634 0.1512
H 1.43063 -0.02760 2.69144 0.1238
H 2.17325 1.09739 1.64486 0.1856
H 2.69219 -0.58840 -0.08245 0.1260
H 1.03803 -0.46666 0.34433 0.1216
H 2.69594 -2.54726 1.20647 0.1256
H 3.24604 -0.20847 3.63940 0.1425
C 2.15242 1.88714 -2.27418 -0.2297
C 2.32809 0.45084 -2.79457 -0.1701
O 0.98336 -0.15386 -2.89261 -0.0715
O 1.47686 1.82028 -1.04719 -0.0644
H 1.50708 2.30253 -3.04818 0.1181
H 3.01620 2.55195 -2.27505 0.1246
H 2.92350 -0.14040 -2.09885 0.0862
H 3.03640 0.35408 -3.61739 0.1278
H 0.66608 -0.49216 -2.05208 0.0299
H 0.89722 2.56833 -0.88584 0.1014
C -1.33912 -0.24637 3.24998 -0.2392
C -2.21606 0.12833 2.01142 -0.1973
O -3.42476 0.85783 2.35701 -0.0516
O -0.74149 0.74339 4.03047 -0.0512
H -0.49224 -0.77439 2.81170 0.0849
H -1.87720 -0.90290 3.93374 0.1331
H -2.42954 -0.75065 1.40322 0.1037
H -1.73063 0.75560 1.26377 0.1033
H -3.24752 1.79754 2.44146 0.0844
H -1.41964 1.15450 4.57149 0.0990
O -1.28267 -0.62062 -1.19019 -0.0315
H -1.23748 -1.57656 -1.17123 0.0409
H -2.21524 -0.42270 -1.10432 0.0409
O -1.36212 -3.43422 0.46772 -0.0323
H -1.06928 -4.14042 1.04371 0.0467
H -0.89671 -2.65925 0.78244 -0.0093
O -3.75729 -0.14970 -2.96246 -0.0528
H -2.97180 0.33683 -3.21251 -0.0189
H -4.21458 -0.30800 -3.78833 0.0430
O -1.48704 1.73256 -3.61052 -0.0328
H -0.89588 1.00717 -3.40910 0.0055
H -1.35870 2.35306 -2.89307 0.0417
```



7 unconnected molecules or ions with the total composition C6H26O7 in a non-equilibrium geometry. Source: OMol25; level of theory: ωB97M-V/def2-TZVPD.

Output
HOMO (eV): -10.43
M (u): 210.27

Structure (XYZ):
```
39
Properties=species:S:1:pos:R:3:lowdin_charge:R:1
C -14.91461 -14.02583 -22.88544 -0.0509
C -13.62461 -13.23688 -22.67119 -0.4432
C -12.51828 -13.57428 -23.65192 -0.0539
O -13.97095 -11.83334 -22.83133 -0.0828
H -15.05606 -14.36627 -23.91634 0.0806
H -15.86490 -13.67948 -22.48607 0.0803
H -14.80788 -14.98910 -22.35439 0.0667
H -13.28116 -13.36528 -21.64370 0.1217
H -12.83274 -13.32706 -24.67149 0.0833
H -12.33074 -14.65162 -23.70070 0.0838
H -11.59668 -13.05230 -23.40783 0.0848
H -14.14221 -11.67142 -23.76532 0.0972
C -10.83231 -16.12475 -19.05928 -0.0502
C -11.92940 -15.37322 -19.80021 -0.4473
C -13.26391 -16.07259 -19.82216 -0.0524
O -12.08395 -14.08188 -19.12932 -0.1093
H -11.21544 -16.59943 -18.15300 0.0810
H -10.01663 -15.47174 -18.74976 0.0856
H -10.41617 -16.89722 -19.70994 0.0826
H -11.61886 -15.11267 -20.81123 0.1260
H -14.04621 -15.40168 -20.18532 0.0650
H -13.61575 -16.61260 -18.94986 0.0837
H -13.17354 -16.74507 -20.69081 0.0862
H -11.89814 -14.26128 -18.19140 0.0349
O -12.09200 -14.06978 -16.28025 -0.0489
H -12.43191 -13.43453 -15.63324 0.0159
H -11.61340 -14.72921 -15.76544 0.0561
O -13.44741 -11.67086 -18.45090 -0.0546
H -12.93087 -12.49775 -18.52278 0.0215
H -14.05983 -11.68775 -19.19732 0.0390
O -15.95442 -11.09804 -20.92351 -0.0696
H -16.21186 -10.18450 -21.08002 0.0362
H -15.29574 -11.29921 -21.61388 -0.0072
O -11.70113 -9.71999 -17.08194 -0.0638
H -11.52146 -10.42676 -16.45897 0.0066
H -12.35803 -10.09474 -17.69418 0.0079
O -13.67378 -11.91730 -15.32423 -0.0505
H -13.69530 -11.85915 -16.29491 0.0192
H -12.97764 -11.31366 -15.04708 0.0387
```



7 unconnected molecules or ions with the total composition C6H26O7 in a non-equilibrium geometry. Source: OMol25; level of theory: ωB97M-V/def2-TZVPD.

Output
HOMO (eV): -10.41
M (u): 210.27

Structure (XYZ):
```
39
Properties=species:S:1:pos:R:3:lowdin_charge:R:1
C 19.37033 23.20759 -1.89663 -0.2036
O 19.83939 22.81553 -3.12467 -0.1066
H 18.91960 22.34434 -1.40699 0.0741
H 20.22268 23.48837 -1.27795 0.0747
H 18.57889 23.95477 -1.83783 0.0813
H 20.24742 21.95071 -3.03985 0.0811
C 22.52297 20.14335 1.13215 -0.1189
O 22.66890 20.49238 2.57593 -0.1421
H 23.07296 19.22239 0.93866 0.0704
H 21.50068 19.82559 0.92713 0.0650
H 22.87136 20.94640 0.48266 0.0705
H 22.31970 21.38258 2.66080 0.0551
C 15.43028 24.75605 3.38831 -0.1841
O 14.11927 24.24361 3.25717 -0.1055
H 15.39023 25.72208 3.89159 0.0743
H 16.19464 24.24273 3.97171 0.0715
H 15.94758 24.85899 2.43443 0.0692
H 14.05181 23.34066 3.57613 0.0746
C 16.46134 21.73307 -7.02606 -0.1296
O 16.77483 21.33423 -8.41024 -0.1395
H 15.42789 22.07893 -7.00455 0.0723
H 16.60931 20.93348 -6.30021 0.0681
H 17.03478 22.60977 -6.72497 0.0685
H 17.72563 21.28677 -8.53407 0.0601
C 20.35091 16.90426 -3.08871 -0.1538
O 21.45029 17.80192 -3.36063 -0.1303
H 20.70910 16.10460 -2.44036 0.0720
H 19.48646 17.40071 -2.64784 0.0764
H 19.98980 16.37562 -3.97088 0.0702
H 22.15718 17.21670 -3.64245 0.0658
C 17.08765 28.36441 -2.96449 -0.1718
O 16.65799 29.33692 -3.90915 -0.1209
H 17.36850 28.81949 -2.01469 0.0732
H 16.29450 27.62757 -2.83774 0.0793
H 17.98368 27.87174 -3.34197 0.0723
H 17.45955 29.85765 -3.99833 0.0679
O 24.32527 24.11531 -4.42515 -0.0518
H 24.79808 23.39315 -4.01142 0.0273
H 23.40241 23.92680 -4.25480 0.0233
```



7 unconnected molecules or ions with the total composition C6H26O7 in a non-equilibrium geometry. Source: OMol25; level of theory: ωB97M-V/def2-TZVPD.

Output
HOMO (eV): -9.44
M (u): 210.27

Structure (XYZ):
```
39
Properties=species:S:1:pos:R:3:lowdin_charge:R:1
C -0.79863 2.14451 -3.66059 -0.0833
C -0.47835 0.69084 -3.40492 -0.3117
O -1.65545 -0.07635 -3.65935 -0.0652
H -0.83803 2.46193 -4.69913 0.0741
H -0.03688 2.78077 -3.18418 0.0747
H -1.65751 2.50954 -3.09443 0.0676
H -0.20335 0.52963 -2.36168 0.0756
H 0.39157 0.33789 -3.96550 0.1111
H -1.47100 -0.79564 -4.26777 0.0788
C 3.15094 -1.19011 0.82768 -0.0719
C 2.80354 -1.66407 -0.57963 -0.2496
O 1.84199 -0.68927 -1.08539 -0.1255
H 3.58211 -2.06130 1.33736 0.0813
H 2.25492 -0.96650 1.39848 0.0690
H 3.90918 -0.41468 0.82067 0.0746
H 2.41170 -2.67618 -0.68209 0.1126
H 3.67164 -1.57219 -1.23873 0.1115
H 1.91582 -0.66799 -2.04598 0.0798
C -2.82981 -2.92879 2.93078 -0.0899
C -2.00365 -2.30723 1.81222 -0.3295
O -2.11419 -0.89194 1.92832 -0.0985
H -2.97525 -3.98216 2.69305 0.0692
H -3.73711 -2.34020 3.05109 0.0750
H -2.28362 -2.86238 3.87246 0.0693
H -2.34623 -2.63456 0.82658 0.1078
H -0.94886 -2.57452 1.94905 0.1034
H -1.53234 -0.48086 1.26622 0.0234
O -2.79253 1.84118 -0.15444 -0.0603
H -2.52469 2.60474 -0.67508 0.0156
H -2.01284 1.25962 -0.14600 -0.0081
O -0.23885 0.48265 0.33091 -0.0696
H 0.28840 0.66455 1.11996 0.0499
H 0.41271 0.20067 -0.35058 0.0296
O 2.60336 1.64592 3.20271 -0.0599
H 1.79357 2.04220 2.85054 -0.0104
H 3.16763 1.52716 2.43288 0.0215
O 0.56263 2.99205 1.61736 -0.0540
H 0.88691 3.83706 1.95390 0.0608
H -0.16946 3.22404 1.03327 0.0507
```



A molecular structure, C6H27BrNO7 in a non-equilibrium geometry. Source: OMol25; level of theory: ωB97M-V/def2-TZVPD.

Output
HOMO (eV): -4.71
M (u): 305.19
Total charge: -1

Structure (XYZ):
```
42
Properties=species:S:1:pos:R:3:lowdin_charge:R:1
Br -0.00809 -0.47215 -1.27871 1.0950
C -2.67621 0.89767 -2.26162 -0.1300
C -2.10259 1.93700 -1.38401 -0.3571
O -0.75566 2.21903 -1.57528 -0.1697
H -2.22428 -0.06061 -2.00557 -0.0126
H -2.41386 0.97090 -3.31704 0.0832
H -3.76590 0.91297 -2.24131 0.0838
H -2.32468 1.63256 -0.36122 0.0976
H -2.80398 2.75934 -1.52509 0.1086
H -0.28159 1.38830 -1.65740 -0.0804
C 0.14629 2.42946 1.71917 -0.0692
C 1.29777 1.71323 1.08407 -0.4039
C 1.50861 0.25231 1.53968 -0.1512
O 1.67633 0.18975 3.02670 -0.1922
C 2.43531 -0.93907 3.49237 -0.1209
N 1.14726 1.89394 -0.36555 -0.0238
H -0.79296 2.15444 1.23929 0.0684
H 0.38686 3.48968 1.64076 0.0771
H -0.06796 2.27959 2.77734 0.0726
H 2.14688 2.27292 1.47631 0.1161
H 2.28185 -0.26225 0.96922 0.1060
H 0.61784 -0.34463 1.34404 0.0527
H 2.25531 -1.12238 4.55165 0.0700
H 3.51700 -0.86727 3.37888 0.0716
H 2.05635 -1.82439 2.98176 0.0768
H 0.86260 1.10787 -0.93226 -0.1174
H 0.54021 2.67331 -0.57571 0.0449
O -1.07800 -2.21104 -2.89664 -0.1454
H -0.70534 -1.92902 -3.73201 0.0288
H -0.78673 -1.55004 -2.26857 -0.2514
O -0.13686 -2.00753 1.30724 -0.1359
H -0.96554 -1.62213 1.59183 0.0315
H 0.13172 -1.47385 0.55939 -0.0952
O -2.11015 -0.99737 0.30780 -0.1168
H -1.50817 -0.73774 -0.38966 -0.1758
H -2.62746 -1.70679 -0.07344 0.0649
O 0.29521 -3.12283 -0.54708 -0.1393
H 0.00802 -3.71734 -1.24014 0.0379
H 0.49797 -2.30498 -1.00120 -0.1168
O 2.17779 -1.51738 -0.80205 -0.1629
H 1.46758 -0.89070 -0.94019 -0.2713
H 2.68124 -1.49275 -1.61579 0.0519
```



9 unconnected molecules or ions with the total composition C6H27N2O8 in a non-equilibrium geometry. Source: OMol25; level of theory: ωB97M-V/def2-TZVPD.

Output
HOMO (eV): -13.00
M (u): 255.29
Total charge: +1

Structure (XYZ):
```
43
Properties=species:S:1:pos:R:3:lowdin_charge:R:1
C -2.22811 -2.68253 0.08476 -0.1192
C -0.82610 -2.71546 0.67258 -0.2068
C 0.03194 -1.43968 0.55720 -0.1238
C -0.76041 -0.15597 0.57521 -0.1925
C -1.17797 0.63953 -0.43160 -0.0087
N -1.52162 1.87162 0.11194 0.1213
C -1.22081 1.88394 1.41891 -0.0309
N -0.75186 0.64927 1.70894 0.1437
H -2.45493 -2.74335 -0.98789 0.0895
H -2.85282 -3.45393 0.54331 0.0837
H -2.74360 -1.73007 0.30728 0.0322
H -0.21640 -3.33391 0.00021 0.1134
H -0.92074 -2.99373 1.71160 0.1114
H 0.69186 -1.57408 -0.29005 0.1114
H 0.81549 -1.42212 1.29902 0.0917
H -1.07047 0.68067 -1.50906 0.1436
H -1.95846 2.56201 -0.48387 0.1652
H -1.40835 2.61968 2.19477 0.1562
H -0.07969 0.49941 2.46655 0.1414
H 2.74087 0.37194 1.86183 0.0134
H 3.08483 -0.41610 3.15324 0.0557
O 2.34475 -0.11039 2.63682 -0.0763
H 0.97314 2.08206 4.11076 0.0630
H 1.72104 1.76685 2.86692 0.0243
O 0.92428 2.24861 3.16505 -0.0638
H 2.36903 -1.90714 -4.65997 0.0661
H 1.23844 -0.89542 -4.16353 0.0550
O 2.00533 -1.41629 -3.92241 -0.0460
H 4.44386 -0.37247 -1.91659 0.0863
H 3.54029 -1.50243 -1.85476 0.0647
O 3.55504 -0.57743 -1.54986 -0.0730
H 2.54826 1.56771 -2.62031 0.0266
H 2.69795 0.23589 -3.45975 -0.0296
O 2.49849 1.18483 -3.51107 -0.0849
H -4.31758 -1.47619 1.49160 0.0286
H -4.66756 -2.01408 -0.02029 0.0275
O -4.97575 -1.61886 0.80707 -0.0665
H 3.53092 0.83204 -0.15047 0.0263
H 4.68710 1.14662 0.76457 0.0801
O 3.72126 1.22583 0.72674 -0.0481
H -4.11382 0.99021 -2.65825 0.0450
H -4.67416 1.20716 -1.24055 0.0623
O -3.85375 1.23991 -1.76995 -0.0597
```